Density functional theory data (ωB97M-V/def2-TZVPD) for 2 unconnected molecules or ions with the total composition C3H2N2S2 in a non-equilibrium geometry.

The geometry in XYZ format:
```
9
Properties=species:S:1:pos:R:3
C -0.53 0.41 -1.33
C 1.49 -0.01 0.06
C 0.15 0.47 -0.08
N -0.93 0.48 -2.40
N 2.46 -0.46 0.52
S -0.25 1.73 1.10
S -0.79 -1.69 0.87
H -1.67 1.45 1.15
H 0.05 -2.38 0.10
```

The HOMO-LUMO gap (alpha / beta) comes out at 0.2656 / 0.2696 Ha. As for the HOMO energy (alpha / beta): -9.9 / -10.1 eV. Its energy above the lowest of the compared OMol25 structures with the same formula, charge and spin is 63.1 kcal/mol. As for the total energy: -27790.42157 eV.